Entry 1:
Density functional theory data (wB97M-V/def2-TZVPD) for a cluster of 2 separate species, C5H12O in total.

For the orbital gap, the calculation gives 9.39 eV. The LUMO energy comes out at 0.033 Ha. The value obtained for the highest occupied orbital energy is -8.5 eV. As for the total energy: -7426.526 eV. The value obtained for the relative energy (zero: lowest compared OMol25 entry of this formula, charge and spin) is 18.10 kcal per mole.

Structure (XYZ):
```
18
C5H12O (wB97M-V/def2-TZVPD)
C 1.951 -0.389 -0.885
C 0.789 -1.032 -0.175
C -0.502 -0.768 -0.404
C -1.643 -1.448 0.289
O -0.954 0.169 -1.290
H 2.257 -0.982 -1.756
H 2.823 -0.299 -0.228
H 1.730 0.631 -1.233
H 1.015 -1.772 0.587
H -1.301 -1.973 1.185
H -2.107 -2.173 -0.390
H -2.410 -0.720 0.576
H -0.199 0.600 -1.713
C -0.288 2.038 1.093
H 0.157 1.048 1.035
H -0.312 2.365 2.134
H -1.298 1.960 0.685
H 0.292 2.744 0.492
```

***

Entry 2:
Density functional theory data (wB97M-V/def2-TZVPD) for a structure of composition C54H51BF3GaO8P in a non-equilibrium geometry.

For the orbital gap, the calculation gives 4.16 eV. The LUMO energy comes out at 0.018 Ha. The value obtained for the highest occupied orbital energy is -3.7 eV. As for the total energy: -143701.447 eV. The charge is -1. The value obtained for the relative energy (zero: lowest compared OMol25 entry of this formula, charge and spin) is 29.75 kcal per mole.

Structure (XYZ):
```
119
C54H51BF3GaO8P (wB97M-V/def2-TZVPD)
C 5.431 -2.899 2.075
C 4.734 -3.406 0.771
C 4.196 -2.235 -0.135
C 2.675 -2.430 -0.447
C 2.307 -2.008 -1.910
Ga 1.479 -1.493 0.980
C -0.435 -1.499 0.222
C -1.540 -1.888 1.207
O -2.801 -1.655 0.524
C -1.583 -1.026 2.515
F -1.302 -1.775 3.622
F -0.847 0.087 2.479
F -2.871 -0.591 2.731
B 1.725 -2.559 2.770
C 1.371 -4.113 3.010
O 2.277 -1.883 3.869
P 2.124 0.787 1.148
C 2.909 1.262 -0.508
C 3.394 1.014 2.521
C 2.606 1.336 3.830
H 6.511 -2.707 1.939
H 5.261 -3.556 2.946
H 4.975 -1.923 2.333
H 3.886 -4.058 1.045
H 5.498 -3.978 0.208
H 4.317 -1.282 0.417
H 4.825 -2.198 -1.046
H 2.468 -3.523 -0.391
H 1.227 -1.761 -1.991
H 2.494 -2.820 -2.641
H 2.833 -1.074 -2.183
H -0.653 -0.545 -0.298
H -0.454 -2.267 -0.578
H -1.501 -2.975 1.396
H -3.443 -2.332 0.775
H 0.501 -4.421 2.406
H 1.182 -4.250 4.098
H 2.280 -4.696 2.762
H 2.023 -2.297 4.708
H 3.863 0.742 -0.702
H 3.083 2.355 -0.464
H 2.179 1.019 -1.298
H 4.043 1.889 2.311
H 4.049 0.134 2.662
H 1.546 1.053 3.782
H 2.744 2.399 4.021
H 3.023 0.810 4.714
C -0.508 3.104 4.830
C 0.854 2.960 5.099
C 1.356 3.363 6.329
C 0.511 3.918 7.285
C -0.850 4.083 7.000
C -1.356 3.663 5.774
C -1.758 4.717 7.986
O -2.942 4.860 7.747
C -1.190 5.189 9.281
C -2.014 5.837 10.194
C -1.501 6.268 11.406
C -0.162 6.045 11.716
C 0.664 5.405 10.807
C 0.156 4.983 9.584
C 1.063 4.327 8.600
O 2.232 4.138 8.874
H -0.905 2.781 3.874
H 1.552 2.512 4.322
H 2.412 3.247 6.543
H -2.410 3.776 5.557
H -3.056 6.008 9.956
H -2.143 6.777 12.114
H 0.237 6.377 12.667
H 1.706 5.237 11.047
C -7.290 -3.230 -6.549
C -5.931 -3.390 -6.294
C -5.401 -2.992 -5.077
C -6.224 -2.423 -4.114
C -7.583 -2.241 -4.378
C -8.114 -2.657 -5.594
C -8.469 -1.589 -3.376
O -9.653 -1.436 -3.606
C -7.876 -1.123 -2.095
C -8.679 -0.462 -1.173
C -8.142 -0.033 0.030
C -6.802 -0.272 0.322
C -5.995 -0.926 -0.594
C -6.526 -1.346 -1.810
C -5.644 -2.017 -2.803
O -4.476 -2.225 -2.556
H -7.705 -3.550 -7.497
H -5.286 -3.826 -7.046
H -4.345 -3.121 -4.879
H -9.169 -2.530 -5.795
H -9.722 -0.277 -1.395
H -8.768 0.486 0.745
H -6.386 0.058 1.266
H -4.951 -1.102 -0.361
C 1.034 -2.642 -8.690
C 1.092 -2.810 -7.309
C 1.870 -1.961 -6.538
C 2.603 -0.949 -7.147
C 2.563 -0.795 -8.534
C 1.767 -1.639 -9.301
C 3.379 0.253 -9.204
O 3.342 0.390 -10.412
C 4.247 1.124 -8.367
C 5.060 2.072 -8.980
C 5.863 2.898 -8.210
C 5.851 2.787 -6.822
C 5.048 1.841 -6.207
C 4.251 1.001 -6.977
C 3.419 -0.034 -6.305
O 3.410 -0.136 -5.099
H 0.418 -3.301 -9.290
H 0.528 -3.603 -6.834
H 1.911 -2.089 -5.463
H 1.724 -1.514 -10.375
H 5.068 2.163 -10.059
H 6.499 3.632 -8.689
H 6.474 3.438 -6.221
H 5.043 1.752 -5.128
```

***

Entry 3:
Density functional theory data (wB97M-V/def2-TZVPD) for a cluster of 2 separate species, C7H12F2N2Si in total in a non-equilibrium geometry.

For the orbital gap, the calculation gives 8.74 eV. The LUMO energy comes out at 0.020 Ha. The value obtained for the highest occupied orbital energy is -8.2 eV. As for the total energy: -23743.822 eV. The value obtained for the relative energy (zero: lowest compared OMol25 entry of this formula, charge and spin) is 85.12 kcal per mole.

Structure (XYZ):
```
24
C7H12F2N2Si (wB97M-V/def2-TZVPD)
F 3.000 -0.088 -1.629
C 2.862 -0.620 -0.365
F 4.069 -1.205 -0.110
N 2.515 0.331 0.575
C 3.254 1.237 1.250
C 2.378 1.925 2.020
N 1.121 1.343 1.936
C 1.204 0.424 1.043
H 2.115 -1.469 -0.507
H 4.195 1.553 0.894
H 2.612 2.675 2.687
H 0.318 -0.165 0.766
C -0.947 -1.550 -1.583
Si -2.270 -0.673 -0.854
C -3.746 -1.485 0.086
C -2.504 1.196 -0.862
H -0.449 -2.254 -0.864
H -0.324 -1.045 -2.300
H -3.528 -1.645 1.032
H -4.603 -0.865 -0.011
H -3.888 -2.360 -0.606
H -1.592 1.676 -1.423
H -3.441 1.552 -1.325
H -2.353 1.513 0.151
```

***

Entry 4:
Density functional theory data (wB97M-V/def2-TZVPD) for a structure of composition C33H35BrF6IrN6O7S3 in a non-equilibrium geometry.

For the orbital gap (alpha / beta), the calculation gives 6.11 / 6.34 eV. The expectation value of S² is 0.76. The LUMO energy (alpha / beta) comes out at -0.073 / -0.064 Ha. The value obtained for the highest occupied orbital energy (alpha / beta) is -8.1 / -8.1 eV. As for the total energy: -179752.038 eV. Its multiplicity is 2. The value obtained for the relative energy (zero: lowest compared OMol25 entry of this formula, charge and spin) is 90.83 kcal per mole.

Structure (XYZ):
```
92
C33H35BrF6IrN6O7S3 (wB97M-V/def2-TZVPD)
Ir -0.804 0.734 0.536
C -2.337 2.053 2.908
N -2.667 1.148 1.780
C -3.708 1.814 0.975
C -3.210 -0.131 2.325
C -2.207 -1.214 2.243
C -2.299 -2.366 3.016
C -1.376 -3.385 2.864
C -0.355 -3.251 1.932
C -0.263 -2.104 1.162
C -1.192 -1.079 1.314
H -3.254 2.261 3.465
H -1.939 2.984 2.528
H -1.620 1.580 3.573
H -4.549 2.068 1.629
H -4.042 1.154 0.179
H -3.300 2.714 0.538
H -4.087 -0.403 1.735
H -3.545 0.017 3.354
H -3.092 -2.454 3.748
H -1.448 -4.275 3.475
H 0.385 -4.033 1.812
H 0.539 -1.999 0.454
F 3.280 4.355 2.531
C 2.490 3.667 1.720
F 3.090 2.523 1.395
F 2.278 4.370 0.608
S 0.871 3.355 2.550
O 0.007 2.869 1.479
O 0.523 4.599 3.145
N 1.189 2.285 3.653
S 1.074 0.728 3.465
O 1.161 0.303 2.074
O 0.054 0.146 4.279
C 2.663 0.155 4.197
F 2.800 -1.141 3.919
F 3.689 0.819 3.678
F 2.645 0.325 5.511
Br -2.512 5.721 -6.013
C -3.076 4.994 -4.355
C -4.020 5.675 -3.603
C -4.423 5.137 -2.391
C -3.874 3.948 -1.932
C -2.934 3.273 -2.702
C -2.540 3.793 -3.928
C -2.297 1.972 -2.240
O -2.169 1.117 -3.085
O -1.955 1.966 -0.972
H -4.432 6.607 -3.963
H -5.167 5.656 -1.800
H -4.178 3.542 -0.980
H -1.826 3.254 -4.536
C -1.093 -5.679 -0.834
C -1.775 -4.413 -1.254
C -3.120 -4.371 -1.595
C -3.656 -3.133 -1.894
N -2.940 -2.013 -1.877
C -1.654 -2.159 -1.572
S -0.607 -0.728 -1.599
N -1.034 -3.303 -1.260
H -1.685 -6.558 -1.085
H -0.945 -5.660 0.248
H -0.113 -5.753 -1.302
H -3.722 -5.269 -1.622
H -4.703 -3.026 -2.158
C 6.184 -2.465 -0.114
C 5.500 -2.463 -1.475
N 4.232 -1.731 -1.477
C 3.007 -2.523 -1.534
C 2.737 -3.297 -0.252
C 4.319 -0.383 -1.533
O 5.391 0.200 -1.613
C 3.069 0.461 -1.520
C 2.995 1.515 -2.424
C 1.926 2.386 -2.370
C 0.954 2.188 -1.410
N 1.024 1.180 -0.535
C 2.064 0.334 -0.582
H 7.094 -3.066 -0.152
H 5.531 -2.876 0.657
H 6.457 -1.449 0.166
H 5.282 -3.480 -1.802
H 6.157 -1.998 -2.209
H 3.107 -3.229 -2.364
H 2.165 -1.879 -1.777
H 3.521 -4.032 -0.061
H 1.785 -3.823 -0.344
H 2.685 -2.631 0.612
H 3.788 1.642 -3.149
H 1.840 3.217 -3.055
H 0.104 2.850 -1.313
H 2.092 -0.425 0.185
```